DFT (ωB97M-V/def2-TZVPD) results for a 14-piece molecular cluster, C39H92F16N14O36S16 overall.

```
! RIJCOSX wB97M-V def2-TZVPD def2/J DEFGRID3
* xyz -1 2
C 7.91406 -1.78328 1.22356
C 6.78163 -2.51918 0.48981
N 5.93027 -3.53615 1.36977
C 6.90499 -4.44877 2.06981
C 5.14629 -2.83749 2.54771
C 4.37283 -1.59190 2.09805
C 4.97407 -4.35556 0.48672
C 4.33098 -5.73247 1.11050
O 3.04421 -5.80918 0.50952
C 3.01490 -6.72442 -0.62780
H 7.74208 -1.53161 2.27007
H 8.26159 -0.89270 0.69993
H 8.82889 -2.31603 1.48307
H 7.19767 -3.15184 -0.29426
H 6.03656 -1.91764 -0.03088
H 6.37744 -5.11467 2.75272
H 7.60367 -4.00186 2.77707
H 7.52532 -5.03017 1.38772
H 5.94878 -2.68953 3.27035
H 4.46414 -3.60794 2.90713
H 3.59545 -1.73612 1.34773
H 4.95377 -0.81433 1.60208
H 3.93733 -1.01660 2.91504
H 5.49485 -4.58607 -0.44266
H 4.15584 -3.66955 0.26765
H 4.18970 -5.56096 2.17761
H 4.93054 -6.62151 0.91493
H 3.29716 -7.73991 -0.34993
H 3.50936 -6.33345 -1.51704
H 1.94736 -6.64726 -0.83399
C -1.88151 7.60836 4.92045
C -1.29144 6.18435 4.69932
O -0.77692 5.89359 3.62462
N -1.24058 5.30473 5.90985
H -0.34219 5.27599 6.37046
H -1.95251 5.53635 6.58780
C -1.52852 3.81652 5.56515
H -2.96971 7.55256 4.89222
H -1.43634 8.33366 4.23937
H -1.56565 7.99151 5.89077
H -2.49642 3.74075 5.06964
H -1.43153 3.28429 6.51142
H -0.69666 3.39943 4.99757
C -2.76205 -5.22544 6.74636
C -2.06308 -5.45740 5.44831
O -1.24058 -6.35689 5.39857
N -2.17911 -4.37661 4.41088
H -2.46056 -3.52005 4.86605
H -1.36442 -4.14619 3.86017
C -3.28863 -4.83894 3.48783
H -2.34036 -4.30565 7.15165
H -2.64441 -6.11603 7.36370
H -3.84180 -5.11105 6.65066
H -4.27568 -4.58915 3.87698
H -3.07083 -5.86298 3.18448
H -3.09455 -4.15727 2.65973
C -7.62467 0.90946 -1.82599
C -6.84020 0.84023 -0.44794
O -5.76690 0.28065 -0.38831
N -7.48443 1.52376 0.76517
H -6.71714 2.07480 1.12256
H -8.22731 2.07783 0.36363
C -7.90553 0.44757 1.82579
H -6.93865 0.78848 -2.66434
H -8.15030 1.86113 -1.90434
H -8.37566 0.12034 -1.86346
H -7.10180 -0.20501 2.16676
H -8.72520 -0.10160 1.36248
H -8.21419 1.17056 2.58085
C 1.80238 -0.14979 5.74088
C 1.29137 0.66569 4.49793
C 0.51389 -0.14611 3.38039
C -0.02485 0.80919 2.36069
N -0.51164 0.07332 1.04859
C 0.61481 -0.79878 0.34628
C 0.16821 -0.96490 -1.12391
C -0.79538 0.22899 -1.43979
C -0.93773 1.09742 -0.05955
C -1.66381 -0.90383 1.35841
C -2.93376 -0.22717 1.96427
C -4.06458 -1.21441 2.15432
H 2.39462 0.55015 6.33031
H 2.51004 -0.88529 5.35830
H 1.11766 -0.61739 6.44842
H 2.12365 1.17771 4.01496
H 0.59678 1.43953 4.82478
H -0.38727 -0.58787 3.80568
H 1.10349 -0.96527 2.96874
H 0.70548 1.52906 1.99120
H -0.81603 1.46878 2.71716
H 0.77284 -1.69783 0.94196
H 1.55429 -0.24621 0.35777
H -0.32003 -1.93041 -1.25622
H 1.07192 -1.01386 -1.73136
H -1.72729 -0.10676 -1.89469
H -0.33713 0.87333 -2.19007
H -1.92927 1.52845 0.07887
H -0.19375 1.89403 -0.05716
H -1.23857 -1.69064 1.98146
H -1.97824 -1.51235 0.51051
H -3.30800 0.49058 1.23429
H -2.68581 0.26999 2.90207
H -4.05248 -1.98623 1.38474
H -5.00266 -0.68973 2.33552
H -3.94503 -1.92698 2.97043
C 3.26732 0.40847 -4.06489
C 1.95177 1.10819 -4.42634
C 1.85998 1.52692 -5.85007
C 0.52179 2.13421 -6.16432
N 0.42302 2.76163 -7.53631
C -1.06917 3.31319 -7.79687
C -1.00195 4.55981 -8.70267
C 0.48803 4.92276 -8.75074
C 1.20318 4.11186 -7.63719
C 0.84601 1.79469 -8.74078
C 0.07640 0.50738 -8.72966
C 0.30243 -0.46102 -9.88951
H 3.39554 0.00128 -3.06196
H 4.12011 1.07635 -4.18646
H 3.51226 -0.39024 -4.76500
H 1.88892 1.98440 -3.78105
H 1.08310 0.54155 -4.09101
H 2.06662 0.60200 -6.38852
H 2.63699 2.25906 -6.06989
H 0.24824 2.82399 -5.36590
H -0.36998 1.51397 -6.07410
H -1.77915 2.57649 -8.17277
H -1.49033 3.65588 -6.85173
H -1.40477 4.34983 -9.69350
H -1.50682 5.36234 -8.16493
H 0.79189 4.68201 -9.76946
H 0.59890 5.99486 -8.58819
H 2.26261 3.89216 -7.76923
H 1.01656 4.50261 -6.63689
H 1.90362 1.64117 -8.52627
H 0.64115 2.34106 -9.66144
H -0.99665 0.69877 -8.73597
H 0.29784 0.06323 -7.75920
H -0.05474 -0.01669 -10.81854
H -0.23563 -1.40263 -9.78007
H 1.36789 -0.63070 -10.04472
N -3.06003 -2.26073 5.77330
S -2.11761 -0.99264 6.41304
O -2.23073 -0.70214 7.85924
O -1.82670 0.08350 5.45210
F -0.76917 -1.85379 6.43930
S -4.40215 -1.50743 6.06938
O -4.61860 -0.19277 5.55527
O -4.96304 -1.91232 7.38519
F -5.31713 -2.38018 5.02505
N 4.08129 3.71597 0.09686
S 5.01016 2.81324 -0.71709
O 4.83509 2.84629 -2.17692
O 5.58914 1.58717 -0.15796
F 6.28665 3.75185 -0.60277
S 2.92969 2.56450 0.22328
O 3.07218 1.67688 1.38365
O 2.36375 2.00931 -0.95702
F 1.80080 3.53294 0.83276
N -0.37175 -4.17727 2.51620
S 1.06180 -4.41926 2.97233
O 2.05263 -3.47404 2.49031
O 1.53868 -5.74885 3.39218
F 0.77606 -3.71630 4.41221
S -0.08891 -4.79095 0.94259
O -0.45875 -6.14777 0.73059
O 0.96868 -4.17095 0.15354
F -1.40458 -4.05197 0.36001
N 0.84488 -4.37876 -5.00559
S 1.17133 -4.11457 -3.49839
O 0.05839 -4.33559 -2.58201
O 2.20718 -3.06501 -3.12964
F 2.09399 -5.45246 -3.27013
S 0.31037 -2.69634 -5.09506
O 1.06291 -1.87672 -6.04744
O -0.40426 -2.01696 -4.02778
F -0.97925 -3.05624 -5.96863
N -4.67208 0.73635 -5.88163
S -3.55601 -0.32365 -6.05804
O -3.86760 -1.60125 -5.45202
O -2.16095 0.01135 -6.38206
F -4.08502 -0.67802 -7.47945
S -4.09201 1.21183 -4.38419
O -2.99354 2.16105 -4.57287
O -4.07741 0.32490 -3.19748
F -5.30767 2.27336 -4.05536
N 6.90614 0.53570 6.00077
S 6.61183 -1.12102 6.00421
O 7.54780 -1.90946 5.21772
O 5.26501 -1.60188 6.19814
F 7.20801 -1.29184 7.47703
S 6.10541 0.73977 4.75815
O 4.64421 0.60986 4.79052
O 6.80117 0.40403 3.53539
F 6.25362 2.36607 4.78408
N -1.14132 5.92517 -2.54042
S -1.05719 4.29118 -2.10337
O -0.14726 3.51563 -3.03229
O -2.17193 3.64087 -1.46234
F 0.03482 4.48635 -0.89371
S -1.69908 5.61408 -3.85210
O -3.15014 5.34297 -3.89812
O -0.79794 5.18415 -4.91004
F -1.74700 7.16155 -4.27917
N -5.71756 3.03233 1.93942
S -4.56756 3.92348 1.10590
O -3.18437 3.46533 1.30992
O -4.82545 5.34798 0.86449
F -4.94908 3.22634 -0.32236
S -5.66613 3.96897 3.11490
O -6.84677 4.85080 3.33500
O -4.37620 4.32986 3.67013
F -6.07794 2.78341 4.14122
*
```

## Properties
* HOMO-LUMO gap (alpha / beta): 7.1 / 2.8 eV
* E_LUMO (alpha / beta): 0.002 / -0.156 Eh
* largest force on an atom: 11.62 eV Å⁻¹

Here are the Löwdin charges for atoms 1 to 4, given in e:
1 C -0.05
2 C -0.11
3 N -0.23
4 C -0.02